C9H10CeNO6 as an isolated structure in a non-equilibrium geometry. Source: the OMol25 dataset; level of theory: ωB97M-V with the def2-TZVPD basis set.

Last column: Löwdin spin population.
Positions of all 27 atoms, in Å:
O  0.150  4.328  -1.015  0.000
C  0.021  3.294  -0.544  0.001
Ce  -0.364  0.188  0.455  1.022
C  -0.246  -2.036  -0.291  0.003
O  -0.230  -3.066  -0.837  0.005
C  0.218  0.003  -2.011  -0.008
O  -0.060  -0.601  -3.036  0.006
C  1.463  -0.326  -1.175  -0.023
O  2.634  -0.299  -1.395  -0.011
C  -2.298  -0.458  -0.994  0.003
O  -3.032  -0.751  -1.842  0.003
H  -0.317  1.015  -1.614  0.002
C  0.912  -0.690  6.007  0.000
N  0.277  -0.213  4.778  0.000
C  -0.943  0.594  4.886  0.000
C  0.757  -0.490  3.584  0.000
C  1.971  -1.335  3.386  0.000
O  0.150  -0.007  2.542  -0.004
H  0.316  -0.321  6.840  0.000
H  1.937  -0.309  6.106  0.000
H  0.945  -1.787  6.050  0.000
H  -0.789  1.590  4.449  0.000
H  -1.785  0.099  4.379  0.000
H  -1.159  0.689  5.952  0.000
H  1.721  -2.232  2.799  0.000
H  2.743  -0.773  2.841  0.000
H  2.395  -1.661  4.344  0.000

## Properties
HOMO energy (alpha / beta) = -0.556 / -0.557 Eh
relative energy (zero: lowest compared OMol25 entry of this formula, charge and spin) = 49.59 kJ/mol
2S+1 = 2
E_LUMO (alpha / beta) = -9.6 / -9.6 eV
total charge = +2



The molecule CHClN2O in a non-equilibrium geometry. Source: the OMol25 dataset; level of theory: ωB97M-V with the def2-TZVPD basis set.

Last column: natural (NBO) charge in e.
Positions of all 6 atoms, in Å:
O  1.499  1.157  0.687  -0.516
C  0.922  0.243  0.173  0.448
N  -0.061  0.205  -0.679  -0.164
N  -1.467  -0.234  -0.884  -0.123
Cl  -2.260  -0.574  0.517  0.214
H  1.366  -0.797  0.184  0.141

## Properties
HOMO energy (alpha / beta) = -0.392 / -0.393 Eh
relative energy (zero: lowest compared OMol25 entry of this formula, charge and spin) = 356.13 kJ/mol
structure (SMILES) = O=C/N=N\Cl
E_LUMO (alpha / beta) = -2.1 / -2.1 eV



A 2-piece molecular cluster, C5H15NO overall in a non-equilibrium geometry. Source: the OMol25 dataset; level of theory: ωB97M-V with the def2-TZVPD basis set.

Last column: natural (NBO) charge in e.
Positions of all 22 atoms, in Å:
C  -1.687  -0.800  1.958  -0.616
C  -1.176  0.487  1.256  -0.189
N  0.128  0.105  0.576  -0.481
C  0.508  -1.236  0.099  -0.424
C  0.649  1.188  -0.170  -0.195
C  2.035  0.915  -0.752  -0.634
H  -2.476  -0.678  2.701  0.218
H  -1.927  -1.504  1.273  0.198
H  -0.772  -1.135  2.362  0.217
H  -1.797  1.037  0.453  0.167
H  -0.962  1.298  1.987  0.193
H  -0.204  -2.017  0.379  0.213
H  1.543  -1.443  0.352  0.206
H  0.459  -1.422  -0.949  0.167
H  0.723  2.101  0.486  0.187
H  -0.029  1.641  -1.027  0.124
H  1.989  0.276  -1.657  0.221
H  2.449  1.905  -1.148  0.218
H  2.649  0.532  0.127  0.213
O  -0.575  -0.711  -3.123  -0.924
H  -0.601  -0.769  -2.110  0.459
H  -0.926  0.229  -3.072  0.462

## Properties
HOMO energy = -0.302 Eh
relative energy (zero: lowest compared OMol25 entry of this formula, charge and spin) = 236.57 kJ/mol
structure (SMILES) = CCN(C)CC.O
E_LUMO = 0.8 eV



An isolated ion of composition C4H12N3OS and charge +1 in a non-equilibrium geometry. Source: the OMol25 dataset; level of theory: ωB97M-V with the def2-TZVPD basis set.

Last column: natural (NBO) charge in e.
Positions of all 21 atoms, in Å:
C  -1.525  1.882  1.024  -0.415
N  -0.846  0.602  0.867  -0.650
C  -1.139  -0.164  -0.297  -0.002
S  -2.693  -1.179  -0.420  -0.043
N  -0.053  -1.147  -0.260  -0.433
N  1.239  -0.625  -0.518  -0.106
C  1.621  -0.254  -1.910  -0.410
C  2.045  -0.526  0.501  0.473
O  1.489  -0.983  1.624  -0.636
H  -1.223  2.440  0.105  0.202
H  -2.571  1.635  1.073  0.195
H  -1.063  2.291  2.002  0.226
H  -1.007  0.023  1.651  0.359
H  -1.154  0.307  -1.217  0.208
H  -3.403  -0.089  -0.918  0.154
H  -0.098  -1.543  0.768  0.410
H  0.903  0.435  -2.387  0.251
H  2.691  -0.050  -1.761  0.232
H  1.522  -1.127  -2.520  0.247
H  3.057  -0.582  0.366  0.206
H  2.206  -1.345  2.227  0.534

## Properties
HOMO energy = -0.461 Eh
relative energy (zero: lowest compared OMol25 entry of this formula, charge and spin) = 199.83 kJ/mol
structure (SMILES) = CN[C@H](S)N/[N+](C)=C\O
E_LUMO = -4.2 eV
total charge = +1



An isolated ion of composition C9H14NS and charge +1 in a non-equilibrium geometry. Source: the OMol25 dataset; level of theory: ωB97M-V with the def2-TZVPD basis set.

Last column: natural (NBO) charge in e.
Positions of all 25 atoms, in Å:
C  4.835  -0.156  -0.534  -0.166
C  3.771  -0.077  0.042  -0.134
C  2.294  0.237  0.958  -0.179
N  1.604  1.220  0.101  -0.515
C  0.193  0.698  -0.335  -0.068
C  -0.889  0.974  0.699  -0.424
C  -2.189  0.145  0.505  -0.398
C  -1.828  -1.340  0.403  -0.389
C  -0.967  -1.611  -0.859  -0.392
C  0.354  -0.786  -0.712  -0.276
S  1.374  -1.287  0.799  0.252
H  5.524  -0.532  -1.237  0.259
H  2.448  0.657  1.898  0.254
H  1.366  2.050  0.603  0.452
H  2.112  1.230  -0.683  0.450
H  -0.149  1.060  -1.348  0.248
H  -0.991  2.100  0.754  0.230
H  -0.345  0.708  1.763  0.208
H  -2.651  0.382  -0.435  0.215
H  -2.654  0.426  1.446  0.243
H  -1.290  -1.543  1.218  0.206
H  -2.791  -1.867  0.374  0.236
H  -0.870  -2.609  -0.815  0.242
H  -1.365  -1.220  -1.715  0.218
H  1.097  -0.854  -1.459  0.227

## Properties
HOMO energy = -0.476 Eh
relative energy (zero: lowest compared OMol25 entry of this formula, charge and spin) = 411.74 kJ/mol
structure (SMILES) = C#C[C@H]1[NH2+][C@@H]2CCCC[C@@H]2S1
E_LUMO = -3.2 eV
total charge = +1



A 4-piece molecular cluster, H8O3S2 overall in a non-equilibrium geometry. Source: the OMol25 dataset; level of theory: ωB97M-V with the def2-TZVPD basis set.

Last column: natural (NBO) charge in e.
Positions of all 13 atoms, in Å:
S  -1.301  -1.973  -1.836  -0.118
S  -2.173  -1.198  -0.223  -0.145
H  -0.097  -1.529  -1.990  0.127
H  -1.469  -1.774  0.848  0.137
O  0.506  0.533  -1.729  -0.952
H  1.143  0.104  -1.136  0.485
H  0.555  1.438  -1.488  0.466
O  -0.358  2.081  1.395  -0.949
H  -0.493  2.658  0.634  0.471
H  -1.093  1.485  1.398  0.477
O  1.293  -0.734  1.081  -0.953
H  2.299  -1.031  1.285  0.472
H  1.187  -0.059  1.762  0.483

## Properties
HOMO energy = -0.321 Eh
relative energy (zero: lowest compared OMol25 entry of this formula, charge and spin) = 84.13 kJ/mol
structure (SMILES) = SS.O.O.O
E_LUMO = 0.3 eV